# 1
Formula: C11H23F3NO2Si
Source: the Open Molecules 2025 dataset
Level of theory: ωB97M-V/def2-TZVPD

XYZ file:
```
41
Properties=species:S:1:pos:R:3
C 2.872 2.259 1.694
C 2.227 3.593 1.333
C 1.008 3.496 0.408
C 1.196 2.615 -0.842
Si 0.637 0.815 -0.716
C -1.025 0.643 0.151
C -1.976 1.786 -0.075
C -2.662 2.406 1.123
N -2.260 2.268 -1.221
H 3.218 1.716 0.813
H 2.167 1.605 2.217
H 3.735 2.412 2.350
H 2.972 4.254 0.871
H 1.914 4.090 2.258
H 0.150 3.143 0.994
H 0.745 4.512 0.092
H 2.256 2.611 -1.136
H 0.656 3.058 -1.685
H 0.536 0.306 -2.107
H 1.649 0.032 0.007
H -1.461 -0.302 -0.228
H -0.846 0.467 1.216
H -2.549 1.804 2.025
H -3.723 2.541 0.904
H -2.244 3.400 1.309
H -1.753 1.774 -1.956
C 0.000 -4.911 -2.066
C -1.382 -4.615 -1.490
O -1.401 -4.440 -0.092
C -1.220 -3.040 0.358
O -1.694 -2.105 -0.399
C 0.303 -2.815 0.616
F 0.989 -3.824 1.197
F 0.423 -1.762 1.478
F 0.995 -2.480 -0.494
H 0.516 -5.646 -1.444
H -0.104 -5.323 -3.074
H 0.617 -4.017 -2.125
H -2.036 -5.470 -1.695
H -1.816 -3.731 -1.966
H -1.628 -3.123 1.396
```

Values from the calculation:
Charge: -1
Highest occupied orbital energy (eV): -4.5
DFT total energy (Eh): -1227.2968

# 2
Formula: C35H51I2NO24
Source: the Open Molecules 2025 dataset
Level of theory: ωB97M-V/def2-TZVPD

XYZ file:
```
113
Properties=species:S:1:pos:R:3
C 0.921 0.526 1.422
C 1.626 0.736 -0.003
C 1.213 -0.327 -1.130
C 1.011 -1.834 -0.550
N 2.380 -2.330 -0.212
C 2.373 -3.397 0.822
C 3.950 -3.447 1.233
O 4.915 -3.556 0.173
C 5.798 -4.682 0.397
C 6.980 -4.251 1.418
C 7.870 -5.540 1.768
C 3.923 -2.079 2.109
O 4.516 -1.008 1.949
O 2.945 -2.453 3.117
C 1.840 -3.009 2.311
C 0.821 -4.008 3.030
I -1.293 -3.401 3.164
C 1.153 -5.258 3.598
C 2.646 -5.826 3.524
I -0.306 -6.570 4.594
H 1.688 -0.003 2.106
H -0.053 -0.056 1.398
H 0.746 1.550 1.912
H 1.380 1.813 -0.331
H 2.769 0.717 0.150
H 2.125 -0.416 -1.836
H 0.345 0.006 -1.797
H 0.257 -1.882 0.300
H 0.563 -2.431 -1.428
H 2.714 -2.786 -1.085
H 1.943 -4.405 0.481
H 4.272 -4.211 2.014
H 6.342 -4.998 -0.572
H 5.255 -5.630 0.758
H 6.442 -3.867 2.365
H 7.577 -3.368 1.009
H 7.147 -6.432 1.825
H 8.425 -5.424 2.768
H 8.600 -5.746 0.900
H 1.181 -2.065 2.203
H 2.982 -5.765 2.439
H 2.660 -6.946 3.799
H 3.325 -5.291 4.266
C -3.032 1.416 3.060
C -4.105 1.917 2.141
O -3.369 2.399 1.023
C -2.173 1.745 1.018
O -1.385 1.792 0.118
O -1.996 1.035 2.165
H -3.359 0.565 3.659
H -2.654 2.196 3.727
H -4.775 1.120 1.806
H -4.699 2.715 2.588
C 5.234 -8.244 7.359
C 5.463 -6.772 7.531
O 5.988 -6.381 6.269
C 5.567 -7.298 5.357
O 5.691 -7.179 4.170
O 4.985 -8.368 5.965
H 4.384 -8.604 7.939
H 6.116 -8.838 7.615
H 4.535 -6.223 7.713
H 6.169 -6.551 8.332
C 3.385 4.195 -1.654
C 2.724 3.471 -2.785
O 2.698 4.446 -3.819
C 3.694 5.336 -3.555
O 4.056 6.189 -4.314
O 4.225 5.131 -2.319
H 3.972 3.530 -1.019
H 2.671 4.740 -1.032
H 3.304 2.609 -3.127
H 1.714 3.142 -2.535
C -5.064 3.031 -2.363
C -5.068 3.811 -1.086
O -6.301 4.519 -1.146
C -7.123 3.819 -1.974
O -8.293 4.045 -2.116
O -6.450 2.829 -2.620
H -4.544 2.076 -2.267
H -4.629 3.590 -3.195
H -5.072 3.170 -0.204
H -4.226 4.502 -1.018
C 0.712 7.550 -0.181
C -0.202 7.680 1.000
O -0.207 6.368 1.547
C 0.944 5.762 1.148
O 1.334 4.711 1.566
O 1.594 6.506 0.211
H 1.263 8.468 -0.385
H 0.183 7.244 -1.088
H 0.182 8.375 1.753
H -1.210 7.987 0.716
C -9.928 1.937 -3.921
C -10.919 2.760 -4.685
O -11.051 2.047 -5.909
C -10.697 0.756 -5.661
O -10.853 -0.147 -6.433
O -10.145 0.624 -4.425
H -10.098 1.972 -2.845
H -8.894 2.228 -4.127
H -11.895 2.803 -4.194
H -10.567 3.777 -4.863
C -2.470 1.289 -6.300
C -3.896 1.577 -6.660
O -4.294 2.510 -5.663
C -3.164 3.112 -5.204
O -3.155 4.066 -4.479
O -2.049 2.494 -5.674
H -1.855 1.071 -7.175
H -2.376 0.467 -5.585
H -3.994 2.047 -7.642
H -4.523 0.685 -6.629
```

Values from the calculation:
Highest occupied orbital energy (eV): -9.1
DFT total energy (Eh): -3820.0433

# 3
Formula: C14H12B2CoF9N4O4Se
Source: the Open Molecules 2025 dataset
Level of theory: ωB97M-V/def2-TZVPD

XYZ file:
```
47
Properties=species:S:1:pos:R:3
Co 0.930 -0.035 -0.364
C 3.612 1.207 -3.275
C 2.500 0.659 -2.463
N 2.342 0.898 -1.184
O 3.261 1.625 -0.551
B 2.868 2.131 0.804
F 3.845 2.855 1.331
F 1.661 2.832 0.631
O 2.585 0.961 1.714
N 1.634 0.115 1.339
C 1.219 -0.788 2.192
C 1.708 -0.875 3.581
C 0.217 -1.677 1.647
N -0.123 -1.362 0.425
O -1.048 -2.093 -0.194
B -1.497 -1.523 -1.509
F -2.499 -2.243 -1.996
F -1.825 -0.177 -1.251
O -0.334 -1.484 -2.454
N 0.609 -0.605 -2.110
C 1.488 -0.228 -3.002
C 1.484 -0.692 -4.406
C -0.355 -2.823 2.389
H 4.365 1.640 -2.622
H 3.249 1.990 -3.943
H 4.066 0.437 -3.897
H 2.437 -0.091 3.765
H 2.163 -1.848 3.760
H 0.879 -0.772 4.279
H 0.543 -1.190 -4.623
H 2.293 -1.406 -4.568
H 1.640 0.137 -5.093
H -0.747 -2.500 3.351
H 0.434 -3.550 2.590
H -1.137 -3.304 1.805
F -6.227 0.366 1.976
C -5.024 0.748 1.593
C -3.908 0.407 2.367
F -4.053 -0.281 3.492
C -2.647 0.788 1.933
F -1.548 0.441 2.621
C -2.471 1.530 0.769
Se -0.789 2.058 0.130
C -3.598 1.881 0.023
F -3.404 2.594 -1.078
C -4.869 1.476 0.405
F -5.929 1.772 -0.329
```

Values from the calculation:
⟨S²⟩: 3.794
Multiplicity: 4
Charge: +1
Highest occupied orbital energy (alpha / beta) (eV): -12.5 / -12.7
DFT total energy (Eh): -5793.2749

# 4
Formula: C4F7N
Source: the Open Molecules 2025 dataset
Level of theory: ωB97M-V/def2-TZVPD

XYZ file:
```
12
Properties=species:S:1:pos:R:3
C -0.073 1.766 -0.303
C -0.004 0.267 -0.090
C -1.219 -0.663 0.044
C 1.313 -0.478 0.168
N -0.036 1.221 -1.377
F -0.246 2.773 0.423
F -2.266 -0.047 -0.465
F -1.194 -1.827 -0.532
F -1.549 -0.954 1.316
F 1.410 -1.009 1.367
F 1.551 -1.440 -0.704
F 2.314 0.390 0.153
```

Values from the calculation:
Relative energy (zero: lowest compared OMol25 entry of this formula, charge and spin) (kJ/mol): 10.2
Highest occupied orbital energy (eV): -11.8
DFT total energy (Eh): -906.1795

# 5
Formula: CHLiORu
Source: the Open Molecules 2025 dataset
Level of theory: ωB97M-V/def2-TZVPD

XYZ file:
```
5
Properties=species:S:1:pos:R:3
H -0.105 -0.840 0.550
O 1.170 1.363 0.093
C 1.144 0.595 0.935
Ru -0.888 -1.314 -1.175
Li -1.320 0.195 -0.404
```

Values from the calculation:
⟨S²⟩: 8.756
Multiplicity: 6
Charge: +1
Highest occupied orbital energy (alpha / beta) (eV): -12.5 / -16.2
DFT total energy (Eh): -215.7769

# 6
Formula: C5H12OSi
Source: the Open Molecules 2025 dataset
Level of theory: ωB97M-V/def2-TZVPD

XYZ file:
```
19
Properties=species:S:1:pos:R:3
C 1.658 1.844 0.084
C 1.807 0.586 0.900
C -2.120 0.595 -0.537
C -3.065 -1.588 0.198
C -2.054 -0.745 0.114
O 2.992 -1.073 -1.196
Si 2.520 -0.917 0.353
H 0.606 2.067 -0.113
H 2.171 1.761 -0.868
H 1.399 0.640 1.897
H -3.090 0.765 -1.000
H -1.941 1.374 0.204
H -1.341 0.677 -1.295
H 2.067 2.698 0.631
H -2.978 -2.547 0.683
H -4.034 -1.358 -0.217
H -1.088 -0.990 0.542
H 3.705 -1.648 -1.465
H 2.787 -2.141 1.084
```

Values from the calculation:
Relative energy (zero: lowest compared OMol25 entry of this formula, charge and spin) (kJ/mol): 203.6
Highest occupied orbital energy (alpha / beta) (eV): -7.7 / -7.7
DFT total energy (Eh): -562.3820

# 7
Formula: C26H32LuNO5S
Source: the Open Molecules 2025 dataset
Level of theory: ωB97M-V/def2-TZVPD

XYZ file:
```
66
Properties=species:S:1:pos:R:3
O -0.162 -0.474 -4.003
C 0.034 0.740 -4.835
C -0.051 -0.031 -6.148
H 1.011 1.214 -4.649
H -0.776 1.461 -4.671
C -0.119 -1.271 -5.224
H 0.825 0.021 -6.793
H -0.982 0.138 -6.692
C 1.128 -2.127 -5.290
H 2.024 -1.523 -5.104
H 1.205 -2.605 -6.278
H 1.051 -2.909 -4.526
C -1.369 -2.096 -5.432
H -2.278 -1.493 -5.330
H -1.399 -2.905 -4.698
H -1.346 -2.538 -6.436
Lu -0.470 -0.708 1.019
C -2.492 -1.169 2.369
C -2.379 0.253 2.367
C -2.598 0.712 1.041
H -2.273 0.907 3.228
C -2.872 -0.432 0.220
C -2.810 -1.591 1.042
H -3.041 -2.605 0.720
H -2.399 -1.800 3.247
H -2.658 1.755 0.748
H -3.175 -0.403 -0.823
C 0.648 -2.595 2.203
C -0.232 -3.180 1.252
C 0.208 -2.811 -0.059
H -1.063 -3.845 1.486
C 1.392 -2.015 0.087
C 1.658 -1.874 1.490
H 2.530 -1.394 1.927
H 0.583 -2.740 3.278
H -0.229 -3.157 -0.996
H 2.030 -1.669 -0.723
O 0.608 0.902 -0.483
C -0.356 0.521 -1.505
C -1.159 1.755 -1.824
H -0.933 -0.415 -1.270
H 0.233 0.272 -2.394
C -0.020 2.785 -1.851
H -1.887 1.979 -1.037
H -1.695 1.636 -2.761
C 1.031 2.256 -0.879
H -0.318 3.820 -1.635
H 0.442 2.739 -2.850
H 1.142 2.850 0.026
H 2.000 2.139 -1.364
O -0.483 -1.175 4.657
C 0.122 -0.149 4.308
N 0.276 0.237 2.979
S 1.262 1.575 2.742
O 2.466 1.159 2.062
O 0.479 2.657 2.184
C 1.505 1.780 4.472
C 2.296 2.745 5.086
C 2.411 2.699 6.478
C 1.710 1.730 7.221
C 0.904 0.792 6.581
C 0.807 0.822 5.188
H 2.807 3.479 4.462
H 3.046 3.426 6.982
H 1.796 1.725 8.306
H 0.348 0.021 7.105
```

Values from the calculation:
Relative energy (zero: lowest compared OMol25 entry of this formula, charge and spin) (kJ/mol): 0.0
Highest occupied orbital energy (eV): -7.9
DFT total energy (Eh): -3074.6215

# 8
Formula: CH8N2O2
Source: the Open Molecules 2025 dataset
Level of theory: ωB97M-V/def2-TZVPD

XYZ file:
```
13
Properties=species:S:1:pos:R:3
N -1.242 -0.719 -0.534
C -1.000 -1.977 0.157
N -0.012 -1.992 1.006
H -0.951 0.140 0.057
H -2.096 -0.766 -1.064
H -1.416 -2.805 -0.397
H 0.224 -2.822 1.442
H 0.419 1.514 1.545
H 1.191 2.105 0.440
O 0.568 2.333 1.175
H 1.921 0.959 -1.305
H 1.148 1.785 -2.437
O 1.223 1.508 -1.491
```

Values from the calculation:
⟨S²⟩: 0.794
Relative energy (zero: lowest compared OMol25 entry of this formula, charge and spin) (kJ/mol): 84.1
Multiplicity: 2
Charge: +1
Highest occupied orbital energy (alpha / beta) (eV): -14.4 / -14.4
DFT total energy (Eh): -302.5055